Entry 1:
A molecular structure, C21H31As3AuO6S. Source: OMol25; level of theory: ωB97M-V/def2-TZVPD.

* charge: -1
* F_max: 0.00825 Eh/bohr
* E_HOMO (alpha / beta): -4.12 / -5.82 eV
* multiplicity: 3
* E_tot: -8511.42357 Ha
* frontier orbital gap (alpha / beta): 6.62 / 7.63 eV
* energy relative to the best compared isomer or geometry (same formula, charge and spin): 0.0 kJ/mol
* <S²>: 2.01

Last column: Löwdin spin population.
Geometry (Å):
Au1 0.03506 1.43997 -0.33560  0.4496
O1 -0.71000 4.37090 2.62166  0.0009
As1 0.15721 2.83060 2.66336  0.0019
O2 1.15404 2.86169 3.96409  0.0016
O3 0.95257 2.60429 1.19670  0.0076
C1 -1.25425 1.52494 3.04683  0.0001
C2 -0.96753 0.82279 4.22258  0.0000
C3 -1.86563 -0.09112 4.75177  -0.0001
C4 -3.08177 -0.30232 4.11796  -0.0001
C5 -3.37129 0.37966 2.95036  -0.0001
C6 -2.46485 1.28201 2.40216  -0.0001
S1 -2.99631 2.02587 0.85552  0.0109
O4 -3.37573 0.89464 0.02992  0.0128
O5 -4.06680 2.93307 1.18807  0.0102
O6 -1.78809 2.72592 0.36102  0.1032
H1 -0.29169 4.89271 3.31927  0.0000
H2 -0.02830 1.03757 4.71842  0.0000
H3 -1.62182 -0.62370 5.66330  0.0000
H4 -3.79929 -1.00372 4.52752  0.0000
H5 -4.30546 0.20654 2.43224  0.0001
C7 3.90628 0.88140 -2.31798  0.0724
As2 2.45951 0.62667 -1.01397  0.1750
C8 3.51883 0.83409 0.60932  0.0193
C9 2.22137 -1.31992 -1.10555  0.0084
C10 2.76469 -2.01173 -2.18697  0.0046
C11 2.57171 -3.37753 -2.33746  -0.0004
C12 1.83059 -4.07217 -1.39722  0.0028
C13 1.28178 -3.38848 -0.32274  -0.0004
C14 1.45354 -2.01656 -0.16279  0.0050
As3 0.59379 -1.10366 1.36879  0.0168
C15 1.17824 -2.35291 2.77084  0.0101
C16 -1.22484 -1.80067 1.17256  0.0022
H6 3.54624 0.76417 -3.33845  0.0008
H7 4.71321 0.17652 -2.11614  0.0102
H8 4.26924 1.90054 -2.18886  0.0006
H9 4.32837 0.10287 0.62090  0.0047
H10 2.86994 0.73359 1.47589  0.0003
H11 3.91689 1.84833 0.61731  0.0003
H12 3.34168 -1.48844 -2.93772  0.0008
H13 2.99788 -3.89098 -3.19075  -0.0001
H14 1.67100 -5.13842 -1.50187  0.0002
H15 0.69395 -3.93995 0.40227  0.0000
H16 0.84337 -3.37282 2.57836  0.0010
H17 0.75001 -2.00678 3.71177  0.0002
H18 2.26525 -2.33172 2.84630  0.0001
H19 -1.22226 -2.80725 0.75269  -0.0001
H20 -1.81393 -1.13058 0.54780  0.0031
H21 -1.66417 -1.82095 2.16983  0.0002
C17 -2.46391 -0.15224 -3.49344  0.0222
C18 -1.25608 0.70467 -3.09675  0.1026
C19 -1.67740 2.17514 -3.05361  0.0141
C20 -0.14366 0.53013 -4.14595  0.0466
C21 -0.74797 0.24405 -1.76312  0.8018
H22 -2.85355 0.15180 -4.46965  0.0036
H23 -3.25688 -0.04897 -2.75218  0.0017
H24 -2.18486 -1.20729 -3.55287  0.0006
H25 -2.06336 2.49171 -4.02788  0.0012
H26 -0.83007 2.81599 -2.79885  0.0010
H27 -2.44746 2.33290 -2.29939  0.0007
H28 -0.49527 0.82414 -5.14075  0.0078
H29 0.18829 -0.51000 -4.19265  0.0025
H30 0.71879 1.15447 -3.89535  0.0013
H31 -0.85882 -0.81547 -1.54088  0.0558

---

Entry 2:
A molecular structure, C21H31AsN5O2SSe2Te2Tl at a distorted geometry. Source: OMol25; level of theory: ωB97M-V/def2-TZVPD.

* charge: -2
* F_max: 0.03648 Eh/bohr
* E_HOMO: -0.82 eV
* E_tot: -9388.49030 Ha
* frontier orbital gap: 4.00 eV

Last column: natural (NBO) charge in e.
Geometry (Å):
Tl1 -0.70750 -0.76490 0.04980  0.5309
Se1 -3.20980 -2.33730 0.27880  -0.8252
Te1 -1.92290 -4.06970 -1.00740  0.6397
Te2 -1.59800 -6.03110 0.73290  -0.7113
Se2 0.40890 -3.30870 -1.45230  -0.7970
C1 5.03220 0.06500 -0.22190  -0.9601
As1 3.18390 -0.12560 0.49000  0.9420
C2 3.69550 0.25210 2.36750  -0.9695
C3 3.24660 -2.07530 0.63320  -0.9464
H1 5.75710 -0.43330 0.42100  0.1988
H2 5.32380 1.11120 -0.31890  0.2063
H3 5.08320 -0.38650 -1.21060  0.2201
H4 4.50340 -0.40460 2.68880  0.2041
H5 2.83330 0.08300 3.01050  0.2425
H6 4.02490 1.28650 2.48600  0.2014
H7 4.17150 -2.41410 1.09920  0.1942
H8 3.16470 -2.51770 -0.35890  0.2457
H9 2.40340 -2.42740 1.22440  0.2515
C4 -1.73380 3.66320 2.73140  -0.4322
N1 -0.91040 2.51760 3.03030  -0.6124
C5 -1.34490 1.22840 3.06250  0.3202
S1 -0.18440 0.03320 3.10880  -0.2866
N2 -2.65730 1.00650 3.20970  -0.5836
C6 -3.27200 -0.29450 3.18640  -0.4208
H10 -1.10430 4.54990 2.75760  0.2054
H11 -2.51230 3.76960 3.49070  0.1849
H12 -2.19640 3.60170 1.73990  0.2159
H13 0.05880 2.57940 2.75220  0.4086
H14 -3.28560 1.77120 3.01520  0.3868
H15 -2.50430 -1.05800 3.28700  0.2617
H16 -3.79050 -0.46430 2.23960  0.2325
H17 -3.98760 -0.37910 4.00730  0.1808
O1 -1.46570 7.46220 -3.12730  -0.7285
C7 -0.07160 7.55970 -3.26980  0.0863
N3 0.65590 6.77850 -2.30160  -0.6483
C8 0.52610 5.38480 -2.42240  0.6467
O2 0.05790 4.91660 -3.45750  -0.6021
C9 0.96020 4.58190 -1.28840  -0.1581
C10 1.63770 5.07870 -0.15560  -0.1567
C11 1.92550 4.20980 0.87590  -0.2917
C12 1.56760 2.87210 0.76580  0.0513
N4 0.96560 2.37580 -0.31720  -0.3820
C13 0.67810 3.19890 -1.29570  0.0973
H18 -1.70240 6.53990 -3.30480  0.4886
H19 0.17210 8.62030 -3.14900  0.1678
H20 0.24750 7.21410 -4.26310  0.1820
H21 0.61940 7.13940 -1.35970  0.3807
H22 1.95680 6.11190 -0.09710  0.2020
H23 2.44030 4.55760 1.76110  0.2142
H24 1.77470 2.15920 1.55580  0.2196
H25 0.16850 2.77250 -2.14930  0.2325
C14 -2.47810 1.49820 -0.22730  -0.7598
C15 -2.90950 0.99380 -1.44500  -0.0229
C16 -1.99760 0.61770 -2.48040  -0.3270
C17 -2.43680 0.16340 -3.68710  -0.1013
C18 -3.81470 0.08810 -3.97540  -0.3537
C19 -4.73070 0.40740 -2.95250  -0.1534
C20 -4.29690 0.82020 -1.72950  -0.2130
C21 -4.25510 -0.27240 -5.24460  0.3284
N5 -4.61950 -0.53260 -6.31170  -0.4648
H26 -3.22130 1.75900 0.51500  0.1654
H27 -1.50890 1.96630 -0.12980  0.1842
H28 -0.93030 0.71150 -2.29430  0.2011
H29 -1.72910 -0.13480 -4.44820  0.2079
H30 -5.79120 0.33570 -3.16060  0.1965
H31 -5.01650 1.06080 -0.95530  0.1819

---

Entry 3:
A molecular structure, C21H31BClN3O2Y at a distorted geometry. Source: OMol25; level of theory: ωB97M-V/def2-TZVPD.

* charge: -1
* F_max: 0.11758 Eh/bohr
* E_HOMO (alpha / beta): -0.63 / -0.50 eV
* E_tot: -1656.99569 Ha
* frontier orbital gap (alpha / beta): 3.31 / 3.17 eV

Last column: natural (NBO) charge in e.
Geometry (Å):
Y1 0.02646 -0.08460 0.07150  1.7173
Cl1 1.02630 -0.01951 -2.23441  -0.6641
N1 -1.88596 -0.91918 -0.64780  -0.7114
N2 1.60815 1.28169 0.83846  -0.7219
C1 -2.26009 -2.11326 -0.22417  0.6534
C2 2.64956 0.77037 1.46835  0.6591
C3 -2.91161 -0.22698 -1.43240  0.0657
C4 -4.09022 -1.11522 -1.07009  -0.0755
C5 -2.47255 -0.30728 -2.89268  -0.6079
C6 -3.06014 1.22905 -0.99670  -0.5834
H1 -1.92757 -1.24769 -3.07381  0.2327
H2 -1.80933 0.52894 -3.15237  0.2413
H3 -3.39020 -0.28334 -3.48519  0.1915
H4 -3.51838 1.28052 -0.00242  0.2283
H5 -3.68745 1.75764 -1.72400  0.2073
H6 -2.09311 1.76515 -0.95445  0.2303
C7 1.68852 2.73643 0.67279  0.0649
C8 3.14525 2.92483 1.01785  -0.0735
C9 0.82495 3.38257 1.71174  -0.6214
C10 1.28842 3.16327 -0.74847  -0.6016
H7 1.87186 2.59493 -1.48779  0.2474
H8 1.51909 4.23580 -0.81806  0.2024
H9 0.21042 3.01182 -0.95523  0.2262
H10 0.96355 2.94545 2.70730  0.2172
H11 -0.20816 3.24134 1.48458  0.2496
H12 0.87810 4.46358 1.66783  0.2039
O1 3.58990 1.66653 1.70011  -0.4892
H13 3.30164 3.73461 1.71967  0.1976
H14 3.73753 2.99146 0.10926  0.1899
O2 -3.50966 -2.39321 -0.53832  -0.4886
H15 -4.69143 -1.36959 -1.93123  0.1953
H16 -4.65326 -0.68239 -0.23895  0.1962
C11 -1.40173 -3.06413 0.55613  -0.4771
C12 2.80387 -0.66088 1.89848  -0.4847
C13 2.13287 -1.64527 0.95950  -0.2384
H17 2.32373 -0.71635 2.89286  0.2163
H18 3.88836 -0.81922 1.96774  0.2349
C14 0.79624 -2.03335 1.24202  -0.6475
C15 0.07877 -2.82914 0.31047  -0.1534
H19 0.27959 -1.63695 2.14830  0.1812
C16 0.75407 -3.39050 -0.78996  -0.0105
C17 2.10232 -3.08314 -0.98130  -0.3916
C18 0.01081 -4.22387 -1.79838  -0.6279
C19 2.80000 -2.21011 -0.14485  0.0298
H20 2.61433 -3.48882 -1.85681  0.1859
C20 4.20275 -1.78544 -0.48532  -0.6303
H21 4.56605 -2.39355 -1.32384  0.2108
H22 4.88743 -1.91143 0.36697  0.1938
H23 4.22378 -0.72730 -0.80058  0.2110
H24 -0.56329 -5.03143 -1.31877  0.1936
H25 0.73195 -4.66566 -2.49855  0.2115
H26 -0.68687 -3.59928 -2.38460  0.2013
H27 -1.73268 -4.06675 0.24626  0.2378
H28 -1.63239 -2.88078 1.62367  0.2255
B1 -2.79830 3.34192 2.49777  -0.6297
C21 -2.09773 2.27674 1.80213  0.3880
N3 -1.43479 1.47310 1.23851  -0.6894
H29 -2.62734 4.44156 1.98109  0.0240
H30 -2.41726 3.37104 3.65848  0.0315
H31 -3.96511 3.01525 2.43169  0.0243

---

Entry 4:
A molecular structure, C21H31BClN3O2Yb at a distorted geometry. Source: OMol25; level of theory: ωB97M-V/def2-TZVPD.

* charge: -1
* F_max: 0.08775 Eh/bohr
* E_HOMO (alpha / beta): -1.07 / -3.30 eV
* multiplicity: 2
* E_tot: -2777.39616 Ha
* frontier orbital gap (alpha / beta): 3.82 / 5.99 eV
* energy relative to the best compared isomer or geometry (same formula, charge and spin): 121.9 kJ/mol
* <S²>: 0.76

Last column: Löwdin spin population.
Geometry (Å):
Yb1 0.13819 -0.09216 -0.16443  0.0798
Cl1 -1.19815 1.32083 1.40090  0.0058
N1 1.00418 -1.19832 1.81526  0.0097
N2 -0.52264 1.25649 -2.08704  0.0145
C1 1.04702 -2.49890 1.77614  0.0017
C2 -1.55349 0.84729 -2.76596  0.0062
C3 1.80466 -0.72764 2.96168  0.0008
C4 2.47194 -2.01837 3.44481  0.0002
C5 0.89445 -0.12921 4.02279  0.0005
C6 2.79672 0.31738 2.48376  0.0006
H1 0.28649 -0.91692 4.48582  0.0002
H2 0.22871 0.61460 3.56428  0.0000
H3 1.51366 0.34084 4.79754  0.0001
H4 3.36551 -0.06141 1.62811  0.0000
H5 3.47811 0.56488 3.30541  0.0000
H6 2.26489 1.22220 2.16181  0.0003
C7 -0.33846 2.70593 -2.33880  0.0011
C8 -1.57828 3.05805 -3.16345  0.0001
C9 0.94883 2.91753 -3.12455  0.0007
C10 -0.26685 3.48035 -1.03646  0.0010
H7 -1.10376 3.21568 -0.37973  0.0000
H8 -0.28426 4.55577 -1.26122  0.0002
H9 0.65750 3.23797 -0.49634  0.0003
H10 0.86147 2.44168 -4.10784  0.0001
H11 1.79782 2.47840 -2.58672  0.0000
H12 1.11479 3.99231 -3.25986  0.0001
O1 -2.25398 1.77884 -3.40919  0.0008
H13 -1.34937 3.49461 -4.14364  0.0000
H14 -2.29086 3.69572 -2.62474  0.0001
O2 1.82895 -3.09510 2.66785  0.0004
H15 2.30497 -2.24443 4.50519  0.0001
H16 3.54551 -2.05183 3.21559  0.0000
C11 0.24924 -3.30286 0.78898  0.0149
C12 -1.98911 -0.58362 -2.82263  0.0276
C13 -2.02049 -1.15977 -1.43612  0.1324
H17 -1.22633 -1.11390 -3.41279  0.0084
H18 -2.94725 -0.64155 -3.34115  0.0053
C14 -0.88027 -1.81536 -0.92188  0.2492
C15 -0.93696 -2.49875 0.31156  0.0961
H19 0.19237 -1.58149 -1.40676  0.0177
C16 -2.05781 -2.31359 1.13961  0.0570
C17 -3.12111 -1.53446 0.67571  0.1913
C18 -2.10319 -2.87283 2.53151  0.0037
C19 -3.13031 -0.96230 -0.59767  0.0338
H20 -3.96454 -1.34511 1.34336  0.0209
C20 -4.27346 -0.09206 -1.02938  0.0004
H21 -5.12674 -0.23761 -0.35654  0.0028
H22 -4.60035 -0.30813 -2.05444  -0.0004
H23 -4.00346 0.97557 -0.98217  -0.0007
H24 -1.69272 -3.88872 2.59324  0.0005
H25 -3.14160 -2.90007 2.88454  0.0029
H26 -1.54509 -2.23781 3.23953  0.0009
H27 -0.03884 -4.24817 1.25782  0.0033
H28 0.91567 -3.51885 -0.05981  0.0048
B1 4.77572 1.07215 -1.80108  0.0001
C21 3.38656 0.71590 -1.22090  0.0005
N3 2.33373 0.43789 -0.78945  0.0010
H29 4.92926 2.27785 -1.70440  0.0000
H30 4.79255 0.70942 -2.96558  0.0000
H31 5.61026 0.46519 -1.15009  0.0000